1.
The following is a DFT calculation (ωB97M-V with the def2-TZVPD basis set) of C4H6N4 in the gas phase at a distorted geometry.

The value obtained for the maximum force is 3.54 eV Å⁻¹. For the HOMO energy, the calculation gives -9.14 eV. For the LUMO energy, the calculation gives -0.01 eV. The value obtained for the gap between HOMO and LUMO is 9.130 eV. The spin multiplicity is 1. The net charge is 0. Its energy relative to the best compared isomer or geometry (same formula, charge and spin) is 3.686 eV. The SMILES is N/N=C\C1=NN=CC1. The calculated total energy comes out at -10202.254 eV.

Each line ends with the Löwdin charge.
Element x y z (Å)
N: 0.94240 -1.33803 -0.57097  0.035
N: -1.94898 0.65386 -0.75127  -0.005
N: -2.25271 -0.44282 -0.01324  -0.031
N: 2.14050 -0.71572 -0.78385  0.011
C: 2.18245 0.42641 -0.09197  -0.117
C: 0.94878 0.56710 0.69891  -0.127
C: 0.16953 -0.72331 0.29078  -0.255
C: -1.23986 -1.10145 0.45725  -0.136
H: 0.34554 1.41913 0.40829  0.101
H: 0.86516 0.65602 1.82955  0.150
H: -2.73658 0.73195 -1.40507  0.102
H: 3.13793 0.98214 -0.02432  0.114
H: -1.02220 0.84503 -1.06652  0.064
H: -1.53195 -1.96032 1.02241  0.093

=====

2.
The following is a DFT calculation (ωB97M-V with the def2-TZVPD basis set) of C27H34FN3O3 in the gas phase.

The value obtained for the maximum force is 0.53 eV Å⁻¹. For the HOMO energy, the calculation gives -8.31 eV. For the LUMO energy, the calculation gives 0.54 eV. The value obtained for the gap between HOMO and LUMO is 8.852 eV. The spin multiplicity is 1. The net charge is 0. Its energy relative to the best compared isomer or geometry (same formula, charge and spin) is 0.168 eV. The SMILES is CCCCCCNC(=O)N1C/C=C\[C@@H](c2ccc(OC)cc2)N(Cc2ccc(F)cc2)C(=O)C1. The calculated total energy comes out at -41881.697 eV.

Each line ends with the Löwdin charge.
Element x y z (Å)
F: -6.97624 1.12219 3.32471  0.052
O: -0.64243 3.59695 1.28021  0.057
O: 0.29408 0.43049 -2.46506  0.053
O: -5.66135 -2.63879 1.96198  -0.077
N: 1.21997 1.33446 -0.60513  -0.056
N: -0.90757 1.37315 1.45877  0.010
N: 2.12745 -0.56729 -1.58608  0.084
C: -5.95431 -3.25846 3.19061  -0.083
C: 5.47327 -0.11326 -4.53023  -0.238
C: -4.23712 -1.40014 0.58754  0.012
C: 7.76989 0.65336 -5.24917  -0.120
C: -4.43683 -2.07865 1.79128  -0.273
C: -5.10630 1.81221 2.06366  0.003
C: -3.04042 -0.77166 0.33287  -0.019
C: -4.82939 0.76810 4.22296  -0.013
C: -5.63563 1.23349 3.20154  -0.280
C: 3.16506 -0.86585 -3.82691  -0.189
C: -2.00354 -0.79321 1.26289  -0.189
C: -3.39547 -2.13573 2.70923  -0.012
C: 2.04783 1.17362 0.57107  -0.136
C: -0.75561 0.00424 0.95655  -0.202
C: 0.16505 2.32571 -0.55687  -0.044
C: 2.28787 -1.45419 -2.71786  -0.184
C: -2.19713 -1.49604 2.44056  -0.050
C: 4.60321 -0.61289 -3.37934  -0.229
C: 1.72780 -0.08101 1.34289  -0.065
C: -3.45770 0.86954 4.08411  -0.044
C: 0.51910 -0.60576 1.49001  -0.019
C: -2.89631 1.43019 2.94418  -0.205
C: -1.39871 1.54015 2.81495  -0.080
C: 6.91006 0.16070 -4.09190  -0.280
C: -3.73282 1.91277 1.94617  -0.018
C: -0.50133 2.48341 0.80358  -0.452
C: 1.16980 0.40227 -1.61774  -0.543
H: -5.76418 2.17566 1.29065  0.120
H: -2.81689 0.50626 4.87418  0.119
H: 5.03945 0.80320 -4.93658  0.118
H: -0.90705 0.81126 3.46485  0.129
H: 7.36407 1.57541 -5.65956  0.070
H: 5.47668 -0.85861 -5.32883  0.116
H: -5.04447 -1.37562 -0.12644  0.123
H: -2.90611 -0.24727 -0.60182  0.126
H: -3.50550 -2.66455 3.64271  0.108
H: 6.90898 0.91062 -3.29709  0.107
H: 1.89289 2.05327 1.20386  0.138
H: -5.84858 -2.55864 4.02549  0.091
H: 2.71323 -2.39272 -2.35208  0.121
H: 2.71412 0.06891 -4.16475  0.118
H: 7.34344 -0.75484 -3.68201  0.107
H: 3.16531 -1.56143 -4.66797  0.116
H: 1.28714 -1.64188 -3.11203  0.119
H: -6.99240 -3.57846 3.11888  0.095
H: 8.78775 0.84396 -4.91710  0.066
H: -5.31799 -4.13269 3.36348  0.095
H: 4.61627 0.13281 -2.58009  0.106
H: -5.27513 0.33544 5.10510  0.117
H: -1.09723 2.54817 3.12561  0.136
H: 3.10900 1.17446 0.29049  0.120
H: -0.57510 2.05615 -1.31801  0.132
H: 0.41673 -1.53826 2.02435  0.103
H: 5.02803 -1.53843 -2.98075  0.116
H: 2.94114 -0.43473 -1.01124  0.114
H: 7.80113 -0.08904 -6.04362  0.070
H: -1.41708 -1.54699 3.18589  0.114
H: 2.57835 -0.58276 1.78432  0.104
H: 0.56790 3.31401 -0.81273  0.139
H: -0.69375 0.06026 -0.13281  0.135
H: -3.30434 2.37305 1.06960  0.121

=====

3.
The following is a DFT calculation (ωB97M-V with the def2-TZVPD basis set) of C6H7FO in the gas phase at a distorted geometry.

The value obtained for the maximum force is 1.98 eV Å⁻¹. For the HOMO energy, the calculation gives -8.32 eV. For the LUMO energy, the calculation gives 1.05 eV. The value obtained for the gap between HOMO and LUMO is 9.375 eV. The spin multiplicity is 1. The net charge is 0. Its energy relative to the best compared isomer or geometry (same formula, charge and spin) is 1.581 eV. The SMILES is CC1=C(F)[C@H]2C[C@H]2O1. The calculated total energy comes out at -11098.450 eV.

Each line ends with the Löwdin charge.
Element x y z (Å)
F: 2.03901 -1.15669 0.10299  0.091
O: -1.16369 0.25055 -0.51725  0.002
C: 0.81516 -0.64102 0.17982  -0.253
C: -1.22362 0.11269 0.87378  -0.240
C: -0.32375 0.94384 1.74219  -0.039
C: 0.08319 -0.49265 1.41958  -0.124
C: 0.14706 -0.19359 -0.87510  -0.215
C: 0.45660 -0.10233 -2.34688  -0.001
H: 0.47214 0.96970 -2.66654  0.095
H: -0.26915 -0.65795 -2.98320  0.095
H: 0.29463 1.74409 1.33800  0.122
H: -0.78043 1.05371 2.71346  0.102
H: 1.46156 -0.46649 -2.49524  0.071
H: 0.17209 -1.22925 2.23553  0.151
H: -2.18083 -0.13461 1.27886  0.142

=====

4.
The following is a DFT calculation (ωB97M-V with the def2-TZVPD basis set) of 2 unconnected molecules or ions with the total composition C3H9N3O at a distorted geometry.

The value obtained for the maximum force is 2.65 eV Å⁻¹. For the HOMO energy, the calculation gives -9.06 eV. For the LUMO energy, the calculation gives -2.63 eV. The value obtained for the gap between HOMO and LUMO is 6.423 eV. The spin multiplicity is 1. The net charge is 0. Its energy relative to the best compared isomer or geometry (same formula, charge and spin) is 7.162 eV. The calculated total energy comes out at -9768.378 eV.

Each line ends with the Löwdin charge.
Element x y z (Å)
O: -1.94063 0.57474 -0.90440  0.055
N: 0.52157 0.23797 -0.56922  0.218
N: 2.38488 -1.59066 -1.93882  0.000
N: -1.80571 0.48923 1.82129  0.117
C: -0.75474 0.42093 -0.18377  -0.631
C: -1.01254 -0.39559 1.14992  -0.256
C: 0.15240 1.55895 -0.02916  -0.088
H: -2.56472 0.78024 -0.18983  0.089
H: 0.16571 2.35692 -0.75480  0.116
H: 1.51619 -1.37649 -1.46782  -0.051
H: 3.02745 -0.83850 -1.72953  -0.006
H: -0.07522 -0.53132 1.70234  0.126
H: 2.81329 -2.43527 -1.58516  -0.005
H: 0.52167 1.71688 0.98726  0.106
H: -1.58347 0.42419 2.81359  0.057
H: -1.36613 -1.39222 0.87810  0.152

=====

5.
The following is a DFT calculation (ωB97M-V with the def2-TZVPD basis set) of a molecular structure, C18H45MnO9 at a distorted geometry.

The value obtained for the maximum force is 4.27 eV Å⁻¹. For the HOMO energy (alpha / beta), the calculation gives -12.18 / -12.18 eV. For the LUMO energy (alpha / beta), the calculation gives -7.39 / -11.02 eV. The value obtained for the gap between HOMO and LUMO (alpha / beta) is 4.787 / 1.157 eV. The spin multiplicity is 7. The net charge is +2. Its energy relative to the best compared isomer or geometry (same formula, charge and spin) is 0.000 eV. The calculated total energy comes out at -69117.132 eV.

Each line ends with the Löwdin spin population.
Element x y z (Å)
Mn: -1.64460 -3.18512 2.53813  4.742
O: 5.45099 3.65757 -3.40703  0.000
O: -3.50113 -3.15364 1.38620  0.035
O: 5.05832 -2.12693 0.97076  0.000
O: -1.23929 -4.34479 0.51905  0.034
O: -6.95801 2.55702 3.44226  0.364
O: 4.91217 -0.26280 -1.24849  0.000
O: 2.78867 2.36982 -2.62772  0.000
O: -5.50637 2.06832 0.56509  0.267
O: -0.76921 -1.44065 1.74318  0.149
C: 4.81390 -0.83463 -2.56360  0.000
C: -3.57295 -3.78230 0.11910  0.003
C: 0.09845 -4.47080 0.01924  0.003
C: 1.47906 1.91653 -2.26364  0.000
C: -4.57632 3.17964 0.25994  0.022
C: -0.83555 0.86677 0.55148  0.004
C: 6.85946 3.94823 -3.61194  0.000
C: -0.26555 -0.56359 0.76482  0.015
C: 3.74793 -0.50265 -0.38561  0.000
C: -5.27290 1.39283 1.80736  0.076
C: 5.16803 -3.46006 1.33056  0.000
C: -5.61644 2.14756 3.16525  0.076
C: 5.26299 3.06462 -2.12265  0.000
C: -7.54884 3.54504 2.68461  0.069
C: -2.22778 -3.93251 -0.46698  0.001
C: 3.79165 -1.88804 0.25398  0.000
C: 3.76186 3.09652 -1.76244  0.000
C: -4.84445 -2.90463 1.85466  0.006
H: 7.14389 4.43117 -4.54681  0.000
H: -3.96213 -4.78731 0.28219  0.000
H: 0.80527 -0.42848 0.91714  0.004
H: 0.83113 1.61741 -3.08754  0.000
H: -1.96755 -2.97484 -0.91780  0.000
H: 7.37516 3.00943 -3.40993  0.000
H: 5.60043 2.03099 -2.04607  0.000
H: -4.75150 3.70573 -0.67849  0.000
H: 2.77705 -0.50183 -0.88108  0.000
H: 3.42319 4.13233 -1.78463  0.000
H: 6.08023 -3.64484 1.89788  0.000
H: -4.24208 -3.24125 -0.54996  0.000
H: -2.27328 -4.70153 -1.23811  0.000
H: -4.85398 -2.39036 2.81567  0.001
H: 4.34473 -0.32050 -3.40245  0.000
H: -0.68784 1.46315 1.45182  0.000
H: -0.22553 -1.14999 -0.15313  0.003
H: 0.21019 -4.52918 -1.06344  0.001
H: 3.59160 -2.54316 -0.59390  0.000
H: 7.23374 4.61300 -2.83342  0.000
H: -5.99113 0.57293 1.80698  0.003
H: 3.71192 2.65034 -0.76920  0.000
H: -8.42294 4.03066 3.11845  0.009
H: -7.92884 3.22838 1.71331  0.042
H: -4.27513 0.95540 1.84218  0.014
H: -4.88698 2.93954 3.33482  0.023
H: -3.55880 2.79125 0.30373  0.007
H: -1.91319 0.80609 0.39942  0.000
H: 5.78391 -0.86022 -3.06009  0.000
H: 5.21170 -4.16480 0.50017  0.000
H: -0.34737 1.36461 -0.28634  0.000
H: 0.66322 -5.24678 0.53596  0.000
H: 0.68165 -3.60015 0.31914  0.000
H: 4.37198 -1.82912 -2.62513  0.000
H: -4.68454 3.90530 1.06604  0.013
H: 1.33058 1.07721 -1.58423  0.000
H: 3.77141 0.33297 0.31388  0.000
H: -5.34684 1.50230 4.00135  0.001
H: 2.96848 -2.05261 0.94926  0.000
H: -5.21214 -2.17324 1.13496  0.001
H: -6.82302 4.33863 2.50711  0.010
H: -5.50432 -3.77197 1.87425  0.000
H: 0.99763 2.65346 -1.62079  0.000
H: 4.30047 -3.79850 1.89703  0.000
H: 5.83552 3.60073 -1.36576  0.000

=====

6.
The following is a DFT calculation (ωB97M-V with the def2-TZVPD basis set) of a molecular structure, C33H46FN5NaOS4SbSeSi4 at a distorted geometry.

The value obtained for the maximum force is 2.38 eV Å⁻¹. For the HOMO energy, the calculation gives -0.34 eV. For the LUMO energy, the calculation gives 3.24 eV. The value obtained for the gap between HOMO and LUMO is 3.574 eV. The spin multiplicity is 1. The net charge is -2. Its energy relative to the best compared isomer or geometry (same formula, charge and spin) is 0.000 eV. The calculated total energy comes out at -198342.751 eV.

Each line ends with the Löwdin charge.
Element x y z (Å)
Sb: -19.68797 5.16381 0.83145  0.901
Se: -20.60710 13.04268 6.17475  1.037
S: -16.35422 5.62938 6.88584  0.427
S: -16.77710 3.68371 9.14570  0.855
S: -19.58527 4.35738 9.54914  0.862
S: -19.81373 6.21631 7.30046  0.415
Si: -19.78479 7.50528 -0.26705  0.267
Si: -18.19585 3.99907 -0.89358  0.262
Si: -21.93706 4.15443 0.28610  0.237
Si: -19.23122 2.25136 4.35890  0.352
Na: -18.44544 5.44192 4.64679  0.077
F: -16.19934 5.26902 3.07907  0.005
O: -18.33073 2.58942 11.03010  -0.154
N: -18.05441 3.31154 3.75006  -0.089
N: -19.07539 12.16767 6.15614  -0.246
N: -17.77421 7.79558 4.64482  0.114
N: -20.34732 7.15099 4.29507  0.127
N: -21.51931 11.67942 5.54325  -0.258
C: -19.63819 7.42675 -2.15018  -0.236
C: -16.73568 5.16478 -1.05007  -0.223
C: -20.05811 8.39523 4.73437  -0.180
C: -18.77281 5.16554 8.18255  -1.251
C: -21.43111 8.34038 0.14296  -0.220
C: -14.56691 3.70530 2.54967  -0.053
C: -16.79844 2.96495 3.38110  -0.333
C: -22.39350 9.03684 4.63524  -0.008
C: -23.24549 4.59480 1.59249  -0.223
C: -16.24705 1.65201 3.28121  -0.068
C: -16.07404 9.19837 5.56189  -0.043
C: -19.40976 0.71103 3.26895  -0.195
C: -19.32475 10.95242 5.74191  -0.345
C: -18.24943 3.37315 10.09513  -1.089
C: -18.35609 8.45903 0.39944  -0.227
C: -14.10117 2.36826 2.46801  -0.148
C: -18.94443 1.72073 6.15015  -0.154
C: -15.81835 3.95956 2.98802  -0.232
C: -17.74620 2.36565 -0.16061  -0.219
C: -21.07078 9.35088 4.95729  -0.086
C: -20.68526 10.66334 5.41058  -0.321
C: -21.65530 2.31484 0.31834  -0.227
C: -18.99786 3.63566 -2.57251  -0.230
C: -16.98020 10.18099 5.86840  -0.011
C: -20.87173 3.25046 4.35189  -0.182
C: -21.61000 6.86297 4.02475  -0.128
C: -14.95654 1.36956 2.84019  -0.152
C: -17.45838 4.91155 8.01111  -1.213
C: -22.65613 7.77495 4.16317  -0.050
C: -16.49336 8.02156 4.92547  -0.164
C: -18.68607 8.69254 5.00871  -0.168
C: -22.54240 4.78100 -1.36601  -0.253
C: -18.31293 9.95528 5.57677  -0.087
H: -16.87421 0.82141 3.59426  0.071
H: -20.81130 1.94018 -0.26410  0.001
H: -13.09719 2.11559 2.15427  0.073
H: -21.76121 2.61611 4.54547  0.031
H: -18.64778 7.14421 -2.45748  -0.002
H: -21.49785 8.50710 1.22162  0.014
H: -23.70692 7.49164 3.98828  0.110
H: -17.01891 6.21620 -1.14057  -0.013
H: -18.79593 -0.09973 3.66920  0.008
H: -17.96617 1.20718 6.22908  0.035
H: -19.77476 1.03993 6.47606  0.037
H: -16.11922 4.83027 -1.90224  0.032
H: -18.39686 9.49748 0.02230  0.039
H: -21.02318 3.83228 3.42464  -0.038
H: -22.29415 7.72740 -0.19030  0.015
H: -24.17584 4.08483 1.29605  0.027
H: -19.78627 8.46265 -2.50860  0.025
H: -23.16510 9.73955 4.82244  0.099
H: -21.47464 2.02182 1.35192  0.017
H: -23.47655 4.22795 -1.66799  0.034
H: -21.42865 9.30614 -0.37366  0.021
H: -22.57766 1.77976 -0.04780  0.046
H: -19.09113 0.88545 2.22547  0.015
H: -21.85242 5.88356 3.72679  0.061
H: -15.81187 7.22307 4.65688  0.077
H: -16.64611 11.08931 6.32664  0.106
H: -16.15596 5.03575 -0.12532  0.031
H: -18.93212 2.56663 6.83899  0.008
H: -20.39211 6.74646 -2.62051  0.026
H: -19.17397 4.56608 -3.19214  0.034
H: -21.80830 4.61377 -2.18447  0.013
H: -20.82177 3.92953 5.23743  0.018
H: -15.02775 9.38364 5.74345  0.100
H: -17.47695 2.37559 0.88750  0.009
H: -13.92283 4.52660 2.33746  0.096
H: -16.95858 1.87812 -0.77321  0.046
H: -23.46254 5.67077 1.63805  0.022
H: -18.66368 1.76568 -0.29877  0.014
H: -22.83077 5.84711 -1.39446  0.014
H: -19.90402 3.03930 -2.50613  0.006
H: -18.30914 8.49830 1.47864  0.021
H: -20.46929 0.39494 3.35709  0.019
H: -17.42249 8.04963 0.06161  0.009
H: -23.04149 4.20727 2.57828  0.000
H: -14.66047 0.32441 2.74345  0.089
H: -18.25071 2.99512 -3.04309  0.014